# 1
C2H7S | ωB97M-V with the def2-TZVPD basis set

Lowest unoccupied orbital energy ... 4.494 eV
HOMO energy ... -2.02 eV
HOMO-LUMO gap ... 6.51 eV
DFT total energy ... -13022.9422 eV
Spin multiplicity ... 1
Energy above the lowest of the compared OMol25 structures with the same formula, charge and spin ... 65.1 kJ/mol
Net charge ... -1

Geometry as XYZ:
```
10
Properties=species:S:1:pos:R:3:nbo_charge:R:1
C -1.84312 -1.88923 0.18194 -0.75
S -0.47448 -0.87976 -0.39308 -0.74
H -1.54799 -2.50472 1.07337 0.16
H -2.61566 -1.16033 0.34409 0.18
H -2.16151 -2.64016 -0.52111 0.16
C 1.72494 1.82912 -0.12816 -0.88
H 1.69573 2.57955 0.70573 0.19
H 2.38257 0.96595 0.14342 0.22
H 2.12590 2.33895 -1.06887 0.18
H 0.71363 1.36062 -0.33733 0.28
```

***

# 2
C4H3Cl3 | ωB97M-V with the def2-TZVPD basis set

Lowest unoccupied orbital energy ... 0.772 eV
HOMO energy ... -8.77 eV
HOMO-LUMO gap ... 9.54 eV
DFT total energy ... -41760.4870 eV
Spin multiplicity ... 1
Energy above the lowest of the compared OMol25 structures with the same formula, charge and spin ... 218.4 kJ/mol
Net charge ... 0

Geometry as XYZ:
```
10
Properties=species:S:1:pos:R:3:nbo_charge:R:1
C 0.80450 0.91896 0.06159 -0.24
C -0.51879 1.20401 0.03108 -0.06
C 0.89114 -0.58437 0.01963 -0.47
C -0.64927 -0.79415 -0.02885 -0.11
Cl -1.72638 2.29447 -0.00971 0.14
Cl -1.51347 -1.29530 -1.39848 0.06
Cl -1.46196 -1.33634 1.40629 0.02
H 1.55151 1.55919 -0.16796 0.20
H 1.33850 -0.96200 -0.95764 0.24
H 1.28423 -1.00447 1.04404 0.24
```

***

# 3
C40H34ClF15N6OPSY | ωB97M-V with the def2-TZVPD basis set

Lowest unoccupied orbital energy (alpha / beta) ... 0.220 / 0.220 eV
Expectation value of S² ... 0.794
HOMO energy (alpha / beta) ... -4.61 / -5.37 eV
HOMO-LUMO gap (alpha / beta) ... 4.83 / 5.59 eV
DFT total energy ... -127482.0202 eV
Spin multiplicity ... 2
Energy above the lowest of the compared OMol25 structures with the same formula, charge and spin ... 153.6 kJ/mol
Net charge ... -1

Geometry as XYZ:
```
100
Properties=species:S:1:pos:R:3:lowdin_spin:R:1
Y 0.03977 0.13214 0.30831 0.00
F -3.33943 -1.39606 4.35541 0.00
C -4.25183 -0.65146 3.70681 0.00
F -5.09763 -0.21796 4.67351 0.00
F -4.98393 -1.49006 2.96281 0.00
C -3.64173 0.48254 2.94451 0.00
C -4.00203 1.78194 3.24281 0.00
C -3.40463 2.83004 2.55671 0.00
C -2.43133 2.52014 1.61941 0.00
N -2.05253 1.28374 1.33911 0.01
C -2.66353 0.23924 1.94911 0.00
S -2.18223 -1.30116 1.43441 0.01
H -4.73353 1.96984 4.01461 0.00
H -3.68073 3.85374 2.75101 0.00
H -1.93213 3.30404 1.06771 0.00
C 4.07377 -4.42906 -0.51889 0.00
C 3.19287 -3.63236 -1.23279 0.00
C 2.38087 -2.72636 -0.57939 0.00
C 2.39037 -2.63716 0.81581 0.00
C 3.28417 -3.45316 1.52891 0.00
C 4.11707 -4.32676 0.86431 0.00
N 1.48867 -1.78256 1.44761 0.00
N 1.53247 -1.92856 2.72731 0.00
C 0.82367 -1.16376 3.58881 0.00
C 0.97137 -1.54236 4.93741 0.00
C 0.40647 -0.76776 5.92011 0.00
C -0.28203 0.38064 5.54281 0.00
C -0.39133 0.67024 4.19151 0.00
N 0.11457 -0.07906 3.22701 0.00
H 4.72757 -5.11356 -1.03819 0.00
H 3.14117 -3.72186 -2.30759 0.00
H 1.70587 -2.09706 -1.13299 0.00
H 3.29987 -3.37756 2.60491 0.00
H 4.81437 -4.93476 1.42141 0.00
H 1.52497 -2.43956 5.15991 0.00
H 0.51577 -1.03256 6.96161 0.00
H -0.72493 1.03294 6.27951 0.00
H -0.90643 1.56684 3.87161 0.00
F 4.02897 3.77914 3.86481 0.00
C 3.22817 3.03074 3.05261 0.00
C 1.95417 3.46974 2.76051 0.00
C 1.13537 2.66154 1.98921 0.00
C 1.55057 1.43494 1.44921 0.00
C 2.87187 1.06894 1.75131 0.00
C 3.70207 1.83734 2.55371 0.00
H 1.60617 4.42014 3.13401 0.00
H 0.13607 3.02394 1.78951 0.00
H 3.28407 0.14154 1.36421 0.00
H 4.70307 1.51314 2.79331 0.00
F -0.45613 2.13494 -1.08599 0.00
P -0.11613 3.69674 -1.73519 0.00
F 1.18457 3.09074 -2.44769 0.00
F -1.03493 3.29834 -2.99059 0.00
F 0.17747 5.15274 -2.33679 0.00
F -1.41793 4.25374 -0.94879 0.00
F 0.76937 3.98344 -0.41699 0.00
F -0.21223 -6.19786 -3.88199 0.00
C -0.34593 -4.99016 -3.29499 0.00
C -0.51883 -3.84736 -4.06509 0.00
F -0.59473 -3.94936 -5.40509 0.00
C -0.59023 -2.60726 -3.46319 0.00
F -0.71573 -1.51056 -4.24749 0.00
C -0.49163 -2.41836 -2.05909 0.00
O -0.44333 -1.26256 -1.52199 0.01
C -0.39563 -3.62846 -1.31829 0.00
F -0.33763 -3.51396 0.02921 0.00
C -0.29673 -4.87046 -1.90999 0.00
F -0.13053 -5.97626 -1.16359 0.00
Cl -5.11813 -1.36116 -0.20969 0.03
C -4.97293 0.34734 -0.33769 0.13
C -5.89233 1.14544 0.30921 -0.01
C -5.80653 2.52714 0.21161 0.15
C -4.78883 3.11024 -0.54159 -0.01
C -3.85143 2.32984 -1.15929 0.11
C -3.89033 0.90854 -1.08399 0.05
C -2.92443 0.14794 -1.70779 0.44
H -6.67713 0.68794 0.89361 0.00
H -6.53643 3.13954 0.71641 0.01
H -4.73413 4.18284 -0.62799 0.00
H -3.04783 2.77254 -1.71889 0.00
H -2.13333 0.62774 -2.26019 0.02
H -2.98233 -0.92676 -1.71779 0.02
C 1.76997 0.88014 -5.14209 0.00
C 2.54187 0.41784 -3.90499 0.00
C 3.10127 -1.00126 -4.12979 0.00
C 3.69247 1.39074 -3.62209 0.00
N 1.58167 0.46214 -2.80999 0.00
N 2.08017 0.41424 -1.47609 0.00
H 2.43597 0.95894 -5.99649 0.00
H 1.32577 1.84834 -4.93779 0.00
H 0.97127 0.18294 -5.37679 0.00
H 3.83047 -1.00456 -4.93749 0.00
H 2.29277 -1.68086 -4.39299 0.00
H 3.58877 -1.37496 -3.22829 0.00
H 4.29727 1.51784 -4.51699 0.00
H 4.33817 1.02824 -2.82209 0.00
H 3.29047 2.35744 -3.33669 0.00
H 0.83357 -0.21266 -2.93309 0.00
H 2.40927 1.35794 -1.25269 0.00
H 2.89727 -0.20676 -1.39519 0.00
```

***

# 4
C3H4Cl2O | ωB97M-V with the def2-TZVPD basis set

Lowest unoccupied orbital energy ... 0.751 eV
HOMO energy ... -8.50 eV
HOMO-LUMO gap ... 9.25 eV
DFT total energy ... -30265.7312 eV
SMILES ... O[C@@H]1CC1(Cl)Cl
Spin multiplicity ... 1
Energy above the lowest of the compared OMol25 structures with the same formula, charge and spin ... 245.6 kJ/mol
Net charge ... 0

Geometry as XYZ:
```
10
Properties=species:S:1:pos:R:3:nbo_charge:R:1
O -0.57046 1.64619 0.15289 -0.71
C 0.20025 0.72957 -0.47458 0.15
C -0.42636 -0.59322 -0.65246 -0.49
C 0.37442 -0.71566 0.60389 -0.22
Cl -0.44343 -0.50290 2.06013 0.07
Cl 1.96141 -1.31771 0.64327 0.05
H -0.67518 1.31841 1.08586 0.47
H 0.96722 1.18342 -1.10436 0.20
H -1.47032 -0.77047 -0.78141 0.24
H 0.08245 -0.97762 -1.53323 0.23
```

***

- Among the records above, which one has the highest DFT total energy?
  C2H7S

***

- What is the net charge in the first record?
  -1